Record 1
{
  "formula": "C57H45NO3P2PtS",
  "method": "wB97M-V/def2-TZVPD",
  "charge": -2,
  "spin_multiplicity": 1,
  "e_homo_ev": -0.835,
  "species": ["Pt", "C", "C", "C", "C", "C", "C", "C", "P", "C", "C", "C", "C", "C", "C", "C", "C", "C", "C", "C", "C", "C", "C", "H", "H", "H", "H", "H", "H", "H", "H", "H", "H", "H", "H", "H", "H", "H", "H", "H", "H", "H", "H", "C", "C", "C", "C", "C", "C", "P", "C", "C", "C", "C", "C", "C", "C", "C", "C", "C", "C", "C", "C", "C", "C", "C", "H", "H", "H", "H", "H", "H", "H", "H", "H", "H", "H", "H", "H", "H", "H", "H", "C", "C", "C", "C", "C", "C", "C", "H", "H", "H", "H", "H", "O", "C", "N", "S", "O", "O", "C", "C", "C", "C", "C", "C", "H", "H", "H", "H"],
  "positions_angstrom": [[0.3445, -0.4486, 0.1016], [4.4311, -1.3144, 4.2270], [3.6031, -0.0675, 4.3972], [3.8091, 0.6982, 5.5432], [3.1279, 1.8861, 5.7606], [2.2187, 2.3389, 4.8184], [1.9930, 1.5791, 3.6790], [2.6683, 0.3796, 3.4473], [2.1858, -0.4328, 1.8437], [2.2843, -2.2133, 2.2294], [3.1287, -3.0722, 1.5237], [3.0943, -4.4396, 1.7304], [2.2110, -4.9722, 2.6602], [1.3568, -4.1264, 3.3502], [1.3650, -2.7495, 3.1469], [0.3957, -1.8845, 3.9038], [3.6409, -0.0256, 0.8161], [4.8374, 0.5132, 1.2643], [5.7559, 1.0383, 0.3620], [5.4573, 1.0298, -0.9932], [4.2648, 0.4772, -1.4447], [3.3431, -0.0640, -0.5529], [2.0537, -0.6876, -0.9933], [5.2728, -1.2916, 4.9217], [4.8181, -1.4077, 3.2127], [3.8507, -2.2196, 4.4139], [4.5351, 0.3514, 6.2711], [3.3141, 2.4558, 6.6641], [1.6684, 3.2609, 4.9582], [1.2507, 1.9006, 2.9594], [3.8183, -2.6595, 0.7958], [3.7441, -5.0870, 1.1548], [2.1643, -6.0418, 2.8230], [0.6341, -4.5379, 4.0470], [-0.4835, -2.4659, 4.1850], [0.0496, -1.0428, 3.2977], [0.8499, -1.4732, 4.8110], [5.0448, 0.5647, 2.3273], [6.6824, 1.4716, 0.7197], [6.1505, 1.4590, -1.7083], [4.0261, 0.4648, -2.5020], [2.1540, -1.7788, -0.8452], [1.9066, -0.5235, -2.0621], [-2.1297, 5.5709, 4.2068], [-2.6713, 5.4922, 2.9300], [-2.4693, 4.3623, 2.1511], [-1.7127, 3.2844, 2.6124], [-1.1719, 3.3907, 3.8963], [-1.3821, 4.5085, 4.6934], [-1.2098, 1.6968, 1.7335], [-1.0605, 2.2115, 0.0045], [-2.1339, 2.9226, -0.6861], [-1.9087, 3.9206, -1.5544], [-0.5760, 4.4803, -1.6942], [0.4641, 3.9871, -1.0063], [0.4018, 2.7588, -0.2020], [-2.7561, 0.7351, 1.9174], [-3.9252, 1.2502, 2.4152], [-5.0061, 0.3976, 2.7483], [-4.8720, -0.9519, 2.6039], [-3.6714, -1.5169, 2.0964], [-3.5284, -2.9224, 1.9634], [-2.3624, -3.4245, 1.4596], [-1.3270, -2.5633, 1.0474], [-1.3960, -1.1852, 1.1259], [-2.6075, -0.6739, 1.7097], [-2.2867, 6.4556, 4.8134], [-3.2553, 6.3163, 2.5365], [-2.9049, 4.3319, 1.1607], [-0.5797, 2.5668, 4.2778], [-0.9512, 4.5462, 5.6873], [-3.1487, 2.5877, -0.4907], [-2.7347, 4.3665, -2.0961], [-0.4430, 5.3670, -2.3035], [1.4086, 4.5237, -1.0242], [1.0685, 2.7315, 0.6598], [-4.0385, 2.3123, 2.5864], [-5.9235, 0.8300, 3.1318], [-5.6837, -1.6225, 2.8700], [-4.3488, -3.5690, 2.2560], [-2.2289, -4.4957, 1.3465], [-0.4445, -3.0281, 0.6052], [0.0001, 1.4437, -0.7970], [-0.0621, 1.3897, -2.2796], [-1.1988, 0.9972, -2.9792], [-1.1784, 0.8899, -4.3613], [-0.0277, 1.1831, -5.0800], [1.1133, 1.5804, -4.3924], [1.0904, 1.6841, -3.0125], [-2.0881, 0.7238, -2.4280], [-2.0691, 0.5487, -4.8780], [-0.0114, 1.0770, -6.1584], [2.0284, 1.8003, -4.9322], [1.9829, 1.9860, -2.4750], [-3.0061, -1.2287, -1.8163], [-2.2022, -2.0433, -2.2505], [-0.8671, -2.0640, -2.1048], [-0.1629, -3.2760, -2.8431], [0.6690, -2.8598, -3.9510], [0.4458, -4.2033, -1.9098], [-1.6401, -4.0200, -3.4965], [-1.8082, -5.1417, -4.2884], [-3.1114, -5.4597, -4.6586], [-4.1910, -4.6751, -4.2509], [-3.9942, -3.5467, -3.4613], [-2.6964, -3.2371, -3.0927], [-0.9638, -5.7421, -4.5989], [-3.2932, -6.3331, -5.2759], [-5.1950, -4.9481, -4.5560], [-4.8100, -2.9181, -3.1288]],
  "forces_ev_per_angstrom": [[0.115, 0.409, 1.161], [-0.041, -0.072, -0.035], [0.046, -0.001, -0.031], [-0.021, -0.003, -0.052], [-0.022, 0.100, 0.065], [0.021, -0.107, -0.037], [0.088, -0.043, 0.117], [-0.180, -0.055, -0.094], [0.026, -0.216, 0.278], [0.177, -0.029, 0.026], [-0.002, 0.054, -0.013], [-0.023, -0.065, 0.040], [0.010, 0.024, -0.058], [-0.036, 0.017, 0.022], [0.014, -0.046, -0.030], [-0.023, 0.062, 0.070], [-0.311, 0.118, 0.045], [0.124, 0.047, 0.074], [0.008, -0.018, 0.027], [-0.069, -0.043, -0.093], [0.144, 0.024, -0.025], [-0.335, -0.137, -0.147], [0.598, 0.071, -0.574], [0.008, -0.037, -0.012], [-0.008, -0.006, 0.018], [-0.036, -0.002, 0.036], [-0.002, 0.024, 0.027], [-0.002, 0.008, -0.002], [0.041, 0.040, 0.055], [-0.023, -0.014, -0.066], [0.000, 0.026, 0.002], [0.003, -0.014, 0.000], [0.001, -0.018, 0.000], [0.009, -0.022, 0.006], [0.002, 0.013, 0.023], [0.016, -0.032, -0.019], [0.029, -0.002, 0.006], [0.011, 0.059, -0.061], [0.004, 0.013, 0.005], [0.027, 0.008, 0.020], [0.030, 0.006, -0.019], [0.065, -0.011, -0.199], [0.017, -0.053, -0.012], [-0.013, 0.046, 0.008], [0.030, 0.009, 0.120], [-0.018, -0.009, -0.230], [0.213, -0.151, -0.112], [-0.114, -0.007, 0.058], [-0.018, -0.033, -0.048], [-0.234, 0.097, 0.549], [0.176, 0.260, -0.383], [-0.079, -0.003, -0.080], [0.092, -0.012, 0.004], [-0.106, -0.031, 0.018], [0.224, 0.079, -0.008], [0.116, -0.069, -0.034], [0.102, 0.021, -0.029], [-0.163, -0.083, 0.052], [0.157, 0.014, -0.069], [0.017, 0.015, -0.009], [-0.271, -0.381, 0.066], [0.010, 0.225, 0.028], [0.037, -0.064, 0.001], [0.224, -0.072, -0.084], [-0.434, 0.340, -0.263], [0.450, 0.294, -0.235], [-0.001, -0.004, 0.006], [-0.006, 0.007, -0.002], [0.051, -0.026, 0.004], [0.003, -0.015, 0.006], [-0.006, 0.031, 0.016], [0.005, -0.029, 0.025], [0.008, 0.029, -0.007], [-0.002, 0.018, 0.001], [0.007, -0.025, 0.012], [-0.043, -0.024, 0.039], [0.054, 0.027, 0.000], [-0.026, -0.032, 0.001], [-0.005, 0.007, 0.010], [-0.013, -0.021, -0.001], [-0.014, -0.009, 0.002], [-0.045, -0.044, -0.014], [-0.748, -0.295, 0.075], [-0.025, 0.045, 0.015], [-0.013, -0.029, 0.029], [-0.035, 0.013, -0.016], [0.047, -0.009, 0.010], [-0.021, 0.000, -0.075], [-0.047, 0.044, 0.031], [0.006, -0.017, 0.010], [-0.003, 0.005, -0.002], [0.006, 0.004, -0.011], [0.000, -0.007, -0.014], [0.010, 0.019, 0.000], [0.016, -0.008, 0.031], [-0.355, -0.477, -0.256], [0.007, 0.273, 0.121], [0.145, -0.158, 0.010], [0.008, -0.061, 0.053], [0.048, 0.031, -0.060], [-0.020, -0.173, -0.179], [-0.219, 0.152, 0.126], [0.003, -0.102, -0.068], [0.010, 0.058, 0.037], [0.163, -0.097, -0.012], [0.144, 0.354, 0.216], [0.013, -0.016, -0.020], [-0.009, 0.014, 0.005], [0.012, -0.028, -0.015], [-0.014, 0.013, -0.003]]
}

Record 2
{
  "formula": "C57H47Cl4N4S2Si2W",
  "method": "wB97M-V/def2-TZVPD",
  "charge": 1,
  "spin_multiplicity": 1,
  "e_homo_ev": -10.175,
  "species": ["W", "Cl", "C", "C", "C", "C", "C", "C", "C", "C", "C", "C", "C", "C", "C", "C", "C", "C", "Cl", "C", "C", "C", "N", "C", "C", "C", "C", "C", "C", "Cl", "C", "C", "C", "C", "C", "C", "N", "C", "C", "C", "C", "C", "N", "C", "C", "C", "C", "Cl", "C", "C", "C", "C", "N", "H", "H", "H", "H", "H", "H", "H", "H", "H", "H", "H", "H", "H", "H", "H", "H", "H", "H", "H", "H", "H", "H", "H", "H", "S", "C", "C", "C", "C", "C", "C", "S", "H", "H", "H", "H", "C", "Si", "C", "C", "C", "Si", "C", "C", "C", "H", "H", "H", "H", "H", "H", "H", "H", "H", "H", "H", "H", "H", "H", "H", "H", "H", "H", "H"],
  "positions_angstrom": [[-0.1133, -0.0715, -0.0220], [-1.7049, 8.6752, 3.5691], [-1.3712, 7.1290, 2.8688], [-0.5051, 7.0393, 1.7893], [-0.2391, 5.7971, 1.2313], [-0.8316, 4.6477, 1.7470], [-1.7024, 4.7592, 2.8258], [-1.9740, 5.9977, 3.3918], [-0.5432, 3.3181, 1.1248], [0.6855, 2.7433, 1.3344], [1.6935, 3.3444, 2.1406], [2.7016, 2.4559, 2.2467], [2.3385, 1.3128, 1.4794], [3.2046, 0.2421, 1.2942], [4.3602, 0.0958, 2.2217], [4.1186, -0.1325, 3.5761], [5.1697, -0.2863, 4.4670], [6.4727, -0.1979, 4.0012], [7.7892, -0.3840, 5.1068], [6.7347, 0.0427, 2.6632], [5.6772, 0.1859, 1.7776], [3.0685, -0.6051, 0.2193], [2.0168, -0.5467, -0.6555], [2.3287, -1.4756, -1.6241], [1.5922, -1.6785, -2.7697], [2.0540, -2.6919, -3.7632], [3.2952, -2.6003, -4.3928], [3.7041, -3.5650, -5.3026], [2.8690, -4.6361, -5.5790], [3.3776, -5.8489, -6.7017], [1.6296, -4.7457, -4.9697], [1.2259, -3.7701, -4.0714], [0.4320, -0.9678, -3.0717], [-0.1344, -0.9803, -4.3792], [-1.2629, -0.2398, -4.3391], [-1.3907, 0.2446, -3.0099], [-0.3206, -0.1724, -2.2314], [-2.4467, 1.0116, -2.5824], [-2.3804, 1.6895, -1.3868], [-3.3515, 2.6291, -0.9420], [-2.7898, 3.3236, 0.0740], [-1.5003, 2.7648, 0.2942], [-1.2665, 1.7191, -0.5715], [-3.6299, 1.1755, -3.4717], [-4.4012, 0.0668, -3.8142], [-5.4996, 0.1989, -4.6495], [-5.8189, 1.4473, -5.1585], [-7.1805, 1.6162, -6.2098], [-5.0599, 2.5619, -4.8395], [-3.9706, 2.4224, -3.9932], [3.5476, -2.1568, -1.3060], [4.0027, -1.6209, -0.1555], [1.1011, 1.4864, 0.9037], [-0.0472, 7.9365, 1.3896], [0.4334, 5.7219, 0.3818], [-2.1737, 3.8708, 3.2295], [-2.6506, 6.0857, 4.2336], [1.6216, 4.3270, 2.5807], [3.6395, 2.5703, 2.7734], [3.0937, -0.2090, 3.9288], [4.9838, -0.4745, 5.5171], [7.7593, 0.1211, 2.3200], [5.8801, 0.3932, 0.7332], [3.9386, -1.7505, -4.1912], [4.6635, -3.4862, -5.7995], [0.9887, -5.5887, -5.1992], [0.2565, -3.8517, -3.5881], [0.3067, -1.4686, -5.2350], [-1.9397, -0.0082, -5.1486], [-4.3230, 2.7750, -1.3911], [-3.2024, 4.1583, 0.6220], [-4.1470, -0.9077, -3.4094], [-6.1084, -0.6596, -4.9053], [-5.3182, 3.5281, -5.2552], [-3.3667, 3.2906, -3.7522], [3.9810, -2.9663, -1.8745], [4.8876, -1.8938, 0.4004], [0.6931, -1.2830, 2.0162], [1.2347, -2.8416, 1.4642], [2.1542, -3.5760, 2.2086], [2.5546, -4.8285, 1.7645], [2.0360, -5.3528, 0.5837], [1.1109, -4.6253, -0.1523], [0.7123, -3.3675, 0.2955], [-0.4179, -2.4284, -0.6440], [2.5586, -3.1573, 3.1258], [3.2806, -5.3935, 2.3372], [2.3525, -6.3290, 0.2348], [0.7057, -5.0206, -1.0793], [-1.8492, -1.1922, 4.3215], [-1.7776, 0.3049, 3.2109], [-0.3809, 1.3489, 3.8872], [-3.3295, 1.3301, 3.5390], [-1.8162, -0.0594, 1.3067], [-3.0093, -1.5685, 1.1078], [-2.4439, -3.1808, 1.8503], [-3.4753, -1.7446, -0.7047], [-4.6146, -1.0710, 1.9251], [-2.2087, -0.8558, 5.3032], [-0.8582, -1.6371, 4.4537], [-2.5246, -1.9743, 3.9754], [-0.4358, 1.2466, 4.9790], [-0.5084, 2.4090, 3.6513], [0.6209, 1.0423, 3.5797], [-4.0439, 0.7696, 4.1543], [-3.8548, 1.6329, 2.6244], [-3.0681, 2.2336, 4.0999], [-2.4981, 0.7277, 0.9875], [-2.4832, -3.9828, 1.1062], [-3.1071, -3.4558, 2.6782], [-1.4219, -3.1285, 2.2378], [-2.6850, -1.4457, -1.3866], [-4.3555, -1.1264, -0.9187], [-3.7262, -2.7859, -0.9421], [-4.5170, -0.9203, 3.0062], [-5.3498, -1.8724, 1.7666], [-5.0234, -0.1491, 1.4902]],
  "forces_ev_per_angstrom": [[0.006, -0.038, -0.882], [0.003, -0.003, -0.005], [0.028, 0.021, -0.028], [0.060, 0.002, -0.072], [0.025, 0.047, -0.038], [-0.027, -0.062, 0.009], [-0.011, 0.011, 0.034], [-0.061, -0.111, 0.040], [-0.053, 0.258, 0.091], [0.107, 0.015, 0.034], [-0.025, 0.192, 0.057], [0.269, 0.032, 0.161], [0.048, 0.191, -0.008], [0.218, -0.012, 0.303], [-0.054, 0.008, 0.012], [-0.049, -0.044, 0.024], [-0.088, -0.006, 0.027], [-0.019, -0.003, 0.057], [-0.003, -0.003, 0.006], [0.050, 0.021, -0.134], [0.015, 0.050, -0.025], [0.015, -0.088, -0.073], [-0.116, -0.169, 0.193], [-0.005, 0.091, 0.012], [0.001, -0.140, -0.255], [0.067, -0.009, 0.017], [-0.044, 0.087, -0.019], [0.051, 0.088, 0.032], [0.022, 0.011, 0.001], [0.002, 0.005, -0.002], [-0.110, -0.033, 0.036], [-0.068, -0.062, 0.083], [0.002, 0.058, -0.248], [0.132, -0.122, -0.155], [-0.123, 0.019, -0.144], [0.144, -0.169, -0.167], [-0.111, -0.008, 0.683], [-0.360, -0.014, -0.169], [-0.128, 0.161, 0.165], [-0.232, 0.012, -0.102], [-0.044, 0.146, 0.229], [-0.116, 0.126, -0.201], [0.343, -0.499, 0.254], [0.023, 0.003, -0.008], [0.001, -0.068, 0.044], [0.005, -0.091, 0.036], [-0.016, -0.005, -0.006], [-0.014, 0.003, -0.007], [0.067, 0.094, 0.029], [0.028, 0.013, -0.020], [0.047, -0.203, -0.056], [0.190, -0.072, 0.114], [-0.253, -0.605, -0.131], [-0.039, -0.082, 0.031], [-0.056, 0.013, 0.080], [0.005, 0.092, -0.038], [0.059, -0.011, -0.065], [0.002, -0.084, -0.038], [-0.144, -0.033, -0.090], [0.090, 0.020, -0.026], [0.009, 0.013, -0.063], [-0.080, 0.001, 0.023], [-0.001, -0.015, 0.030], [-0.020, -0.064, 0.011], [-0.074, -0.002, 0.040], [0.047, 0.070, 0.022], [0.076, 0.013, -0.046], [-0.044, 0.040, 0.101], [0.068, -0.019, 0.110], [0.127, -0.005, 0.036], [0.052, -0.075, -0.086], [-0.020, 0.075, -0.052], [0.049, 0.054, 0.013], [0.018, -0.065, 0.027], [-0.035, -0.045, -0.016], [-0.055, 0.129, 0.015], [-0.108, 0.046, -0.066], [-0.252, 0.476, -0.292], [0.200, -0.006, 0.187], [0.047, -0.087, 0.037], [-0.009, 0.052, 0.008], [-0.057, 0.007, -0.044], [0.042, -0.070, 0.014], [-0.033, -0.245, -0.113], [0.297, 0.650, 0.313], [-0.020, -0.046, -0.100], [-0.049, 0.028, -0.034], [-0.019, 0.074, 0.027], [0.049, 0.029, 0.096], [-0.014, -0.209, 0.184], [-0.303, -0.016, 0.027], [0.224, 0.122, -0.039], [-0.225, 0.089, 0.028], [0.552, -0.076, 0.170], [-0.012, 0.153, -0.188], [0.245, -0.315, 0.001], [-0.273, 0.011, -0.159], [-0.213, 0.103, 0.261], [0.077, -0.024, -0.114], [-0.150, 0.031, 0.006], [0.050, 0.123, 0.160], [-0.013, 0.007, -0.124], [0.068, -0.184, 0.110], [-0.052, 0.017, 0.071], [0.120, 0.167, -0.104], [0.097, 0.012, 0.195], [-0.059, -0.106, -0.016], [-0.072, 0.166, -0.011], [0.003, 0.077, 0.084], [0.086, -0.018, -0.146], [-0.166, -0.075, -0.036], [-0.054, 0.009, -0.149], [0.066, -0.076, 0.039], [0.002, 0.141, 0.052], [-0.118, -0.120, -0.249], [0.123, 0.119, -0.019], [0.046, -0.183, 0.085]]
}